Entry 1:
Below is a structure of composition C4H9NO3, with properties calculated with wB97M-V/def2-TZVPD.

Last column: natural (NBO) charge in e.
Positions of all 17 atoms, in Å:
O (-0.0574, -2.6750, 0.1701)  -0.49
C (-0.6724, -1.8088, 0.7515)  0.46
C (-1.2224, -0.2282, -0.4288)  0.08
C (-0.0683, 0.5844, -0.1816)  -0.13
C (0.4379, 0.9864, 0.9676)  -0.13
O (-0.9245, 1.3967, 3.1619)  -0.89
N (-1.8383, -1.1614, 0.3501)  -0.26
H (-0.3352, -1.6253, 1.8122)  0.15
H (-1.8606, -0.0304, -1.2764)  0.24
H (1.4686, 1.2294, 1.1947)  0.27
H (0.5503, 0.9640, -1.0636)  0.37
H (-0.2313, 1.3165, 1.7691)  0.33
H (1.2869, -1.2657, -3.3726)  0.00
H (1.6758, -1.4857, -2.7758)  0.00
H (2.1671, 1.5771, -2.4385)  0.46
H (-1.7426, 1.1562, 3.6071)  0.45
O (1.3666, 1.0697, -2.2471)  -0.90

As for the spin multiplicity: 1. The value obtained for the energy above the lowest of the compared OMol25 structures with the same formula, charge and spin is 13.2676 eV.

=====

Entry 2:
Below is a cluster of 2 separate species, C4H9NO3PS in total, with properties calculated with wB97M-V/def2-TZVPD.

Last column: natural (NBO) charge in e.
Positions of all 19 atoms, in Å:
C (-0.6666, 0.3788, 0.4059)  0.66
C (-1.9447, 1.8384, -1.2338)  -0.58
C (1.3929, -2.3669, -0.4013)  -0.23
C (-1.7511, 1.4362, 0.2072)  -0.47
N (0.5465, 0.8785, 0.5531)  -0.90
O (-0.9199, -0.7772, 0.3424)  -0.64
O (3.2161, 0.6178, 0.9517)  -1.13
O (2.0360, -1.1525, -0.2516)  -0.82
P (2.0496, -0.2213, 1.1279)  1.68
S (1.8369, -3.6551, 2.5659)  -0.43
H (-2.5420, 1.1718, -1.7930)  0.19
H (-2.4419, 2.7392, -1.2493)  0.19
H (-1.0712, 1.9323, -1.6795)  0.20
H (2.0718, -2.9800, -0.9741)  0.16
H (0.3244, -2.3351, -1.0233)  0.17
H (1.1315, -2.8649, 0.5887)  0.19
H (-1.3343, 2.4126, 0.5434)  0.18
H (-2.7126, 1.1604, 0.7313)  0.21
H (0.7787, 1.7870, 0.5886)  0.38

As for the spin multiplicity: 1. The value obtained for the energy above the lowest of the compared OMol25 structures with the same formula, charge and spin is 6.3866 eV. The total charge is -1.

=====

Entry 3:
Below is a cluster of 2 separate species, C4H9NO3S in total, with properties calculated with wB97M-V/def2-TZVPD.

Last column: natural (NBO) charge in e.
Positions of all 18 atoms, in Å:
C (1.6709, 2.5251, 0.7127)  -0.68
C (0.4392, 1.6947, 0.5222)  -0.23
C (0.2441, 0.4091, 0.1913)  -0.53
S (1.9158, -0.2711, -0.0574)  2.14
O (2.6016, -0.4926, 1.1715)  -0.94
O (1.7779, -1.6456, -0.7647)  -0.89
O (3.0615, 0.3361, -1.1130)  -0.87
H (2.5344, 2.1104, 0.2870)  0.23
H (1.9759, 2.4955, 1.7133)  0.23
H (1.3717, 3.5090, 0.4160)  0.23
H (-0.5898, 2.1418, 0.6133)  0.21
H (0.8945, -2.0171, -0.3849)  0.50
H (3.8948, -0.0686, -0.8434)  0.50
C (-1.0228, -3.2534, 0.8583)  0.06
N (-0.4493, -2.4436, 0.1483)  -0.67
H (-0.9094, -4.3786, 0.6810)  0.15
H (-1.5997, -3.0470, 1.7230)  0.16
H (-0.8769, -1.5431, 0.1854)  0.41

Its SMILES is CC=C=S(=O)(O)O.C=N. As for the spin multiplicity: 1. The value obtained for the energy above the lowest of the compared OMol25 structures with the same formula, charge and spin is 4.9523 eV.

=====

Entry 4:
Below is a cluster of 2 separate species, C4H9NO3S2 in total, with properties calculated with wB97M-V/def2-TZVPD.

Last column: natural (NBO) charge in e.
Positions of all 19 atoms, in Å:
N (-0.9475, 1.3694, 1.0483)  -0.72
C (-1.6755, 0.4680, 0.4874)  0.14
S (-3.3360, 0.5694, 0.3695)  -0.19
C (-1.0822, -0.6764, -0.4240)  0.43
O (-0.0035, 0.0887, -1.1380)  -0.74
O (-1.9730, -1.0563, -1.3638)  -0.74
C (-0.4048, -2.0101, 0.0458)  -0.55
S (1.2091, -1.8979, 0.9231)  -0.03
H (-1.3166, 2.0707, 1.6769)  0.42
H (0.0376, 1.2947, 0.9863)  0.43
H (-0.0626, -0.4614, -1.8648)  0.47
H (-2.8537, -0.6062, -1.1266)  0.48
H (-1.1083, -2.6985, 0.6351)  0.23
H (-0.2727, -2.6970, -0.7427)  0.24
H (1.0245, -0.6952, 1.4300)  0.11
C (3.2067, 1.7211, -0.2310)  0.30
O (2.1749, 1.5553, 0.3894)  -0.53
H (3.3077, 2.5463, -0.9993)  0.11
H (4.0760, 1.1156, -0.1017)  0.12

Its SMILES is NC(=S)C(O)(O)CS.C=O. As for the spin multiplicity: 1. The value obtained for the energy above the lowest of the compared OMol25 structures with the same formula, charge and spin is 0.5421 eV.

=====

Question: What is the energy above the lowest of the compared OMol25 structures with the same formula, charge and spin in the first record?
Answer: 13.2676 eV